Record 1
C7H14N | ωB97M-V/def2-TZVPD

```
22
Properties=species:S:1:pos:R:3:forces:R:3:mulliken_charge:R:1
N -2.98940 0.30335 -1.71100 -1.89 -3.02 3.28 -2.109
C 0.81692 0.17278 0.37705 0.33 2.32 0.49 -0.073
C -1.30863 -0.94624 -0.23078 -0.05 -0.86 0.69 -0.485
C -2.41119 0.10655 -0.30634 0.93 0.81 3.33 -1.237
C 1.93501 -0.43116 0.74150 -0.74 -0.63 -2.29 -0.214
C 0.00990 -0.36515 -0.75044 0.84 -1.04 0.42 -0.320
C 2.84690 0.09743 1.66243 2.88 -0.83 2.86 -0.433
C 3.70588 1.11768 1.60940 -1.38 -0.90 -0.59 -0.666
H 4.43609 1.33998 2.35417 0.25 0.00 0.36 0.290
H 3.66360 1.66468 0.70483 0.19 1.08 -0.62 0.296
H -1.49644 -1.83354 -0.81349 -0.61 -0.25 -0.36 0.410
H -1.20133 -1.41141 0.85372 -0.10 1.43 -1.97 0.287
H 2.24421 -1.38953 0.23931 -0.44 0.84 0.61 0.229
H 0.62205 1.21218 0.89243 -0.01 -2.11 -1.12 0.146
H -3.00246 -0.62516 -2.21544 0.44 0.36 -0.22 0.851
H 0.60864 -1.23309 -1.12756 -0.43 0.82 -0.09 0.360
H -2.48793 1.00036 -2.14905 1.57 2.28 -2.07 0.976
H -3.12774 -0.06512 0.57826 0.24 0.19 -2.21 0.348
H 3.02699 -0.65919 2.44075 -0.02 0.53 0.43 0.244
H -1.81140 1.02293 0.10191 -1.65 -0.93 -1.38 0.063
H -4.03316 0.51970 -1.70204 0.15 0.47 0.15 0.912
H -0.04649 0.40198 -1.54959 -0.48 -0.57 0.30 0.124
```
Positions in Å, forces in eV/Å.

For the energy above the lowest of the compared OMol25 structures with the same formula, charge and spin, the calculation gives 367.5 kJ/mol. For the gap between HOMO and LUMO (alpha / beta), the calculation gives 0.1716 / 0.3717 hartree. The highest occupied orbital energy (alpha / beta) is -3.689 / -9.317 eV. Its multiplicity is 2. Its total energy is -329.6516 a.u. The net charge is 0.


Record 2
C7H14N | ωB97M-V/def2-TZVPD

```
22
Properties=species:S:1:pos:R:3:forces:R:3:mulliken_charge:R:1
N 1.10938 -0.49997 0.84854 -0.04 1.61 1.99 0.233
C -0.39716 2.72480 -0.54351 -0.54 0.33 -0.77 -0.889
C 1.28394 0.18868 1.94581 -0.58 -1.25 -1.61 -0.052
C -2.54853 -0.28228 -1.02724 0.64 0.52 1.76 -0.883
C 1.45980 -2.55622 -0.30488 -0.75 -0.70 -0.26 -0.706
C -1.55328 0.41013 -0.42646 -1.38 -0.31 -0.65 0.027
C -0.65982 1.35604 -1.19585 -0.26 0.02 -1.21 -0.563
C 1.36851 -1.87742 0.84047 0.39 -1.08 -1.41 0.122
H 1.56137 -0.33928 2.83828 0.35 -0.25 0.17 0.226
H 1.67440 -3.65804 -0.35649 -0.14 1.39 0.34 0.268
H 1.54589 -2.28745 1.80815 0.19 -0.28 0.45 0.293
H 0.29181 0.86603 -1.43575 0.39 0.15 -0.07 0.433
H 0.17743 2.62680 0.37947 -0.11 0.22 0.04 0.087
H 0.16054 3.35789 -1.26122 -0.05 -0.38 0.52 0.344
H 1.09347 1.23273 2.03121 -0.20 0.63 -0.43 0.240
H -1.10415 1.51939 -2.23055 0.42 -0.24 1.30 0.369
H -1.48201 0.35184 0.66695 -0.17 0.42 -0.27 0.358
H -1.34838 3.27930 -0.36524 0.65 -0.59 0.16 0.329
H -2.56938 -0.37665 -2.10161 -0.46 0.22 -0.13 0.286
H 0.70497 -0.06033 0.00290 0.40 -0.06 0.34 -0.027
H -3.35144 -0.69622 -0.38284 0.77 -0.25 -0.80 0.262
H 1.15908 -2.09858 -1.26309 0.46 -0.11 0.53 0.243
```
Positions in Å, forces in eV/Å.

For the energy above the lowest of the compared OMol25 structures with the same formula, charge and spin, the calculation gives 210.7 kJ/mol. For the gap between HOMO and LUMO, the calculation gives 0.2764 hartree. The highest occupied orbital energy is -13.054 eV. Its total energy is -329.5273 a.u. The net charge is +1.


Record 3
C7H14N | ωB97M-V/def2-TZVPD

```
22
Properties=species:S:1:pos:R:3:forces:R:3:mulliken_charge:R:1
N -2.27658 1.12952 -0.41983 1.97 0.30 1.09 -0.030
C -1.50309 2.09630 0.25699 1.49 0.78 0.59 -0.985
C -0.89686 -0.53099 0.59708 2.08 1.83 1.97 -1.249
C 1.78754 -0.46709 -0.71586 2.30 -2.22 0.34 0.150
C -1.98279 -0.07501 -0.16212 2.76 -1.24 0.72 -0.055
C 1.17793 -0.34324 -2.05543 -3.66 -0.48 0.28 -0.945
C 1.87467 -1.27805 1.74107 -1.73 0.80 0.91 -1.015
C 1.39754 -0.74664 0.49856 -1.54 1.55 -2.84 0.435
H 0.59317 0.58915 -2.07563 -0.09 -0.22 -0.05 0.206
H -1.79566 3.07003 -0.02479 0.02 1.11 -0.65 0.350
H -0.92864 -1.55719 0.72428 -0.19 -1.89 0.55 0.477
H 1.37986 -2.26116 1.80052 0.95 -0.03 0.52 0.283
H 1.49816 -0.63130 2.58989 0.89 -0.80 -0.67 0.310
H 1.83884 -0.25068 -2.87955 0.87 -0.33 -0.44 0.401
H 0.37624 -1.21959 -2.23810 1.98 1.87 0.36 0.246
H -0.62489 0.05147 1.53117 -0.48 -0.67 -1.18 0.410
H -3.08229 1.34228 -0.87288 -2.72 0.91 -1.66 0.212
H 2.96176 -1.21897 1.57165 -0.23 -0.53 0.70 0.388
H -0.38670 1.91117 0.14216 -1.46 0.31 -0.04 0.273
H -1.77351 2.02846 1.29565 0.30 -0.01 0.77 0.418
H -2.53584 -0.84149 -0.52474 -2.07 -1.92 -1.58 0.523
H 2.90113 -0.79697 -0.78007 -1.42 0.85 0.32 0.198
```
Positions in Å, forces in eV/Å.

For the energy above the lowest of the compared OMol25 structures with the same formula, charge and spin, the calculation gives 374.2 kJ/mol. For the gap between HOMO and LUMO, the calculation gives 0.3052 hartree. The highest occupied orbital energy is -13.090 eV. Its total energy is -329.4650 a.u. The net charge is +1.


Record 4
C7H14N | ωB97M-V/def2-TZVPD

```
22
Properties=species:S:1:pos:R:3:forces:R:3:mulliken_charge:R:1
N -0.94900 0.31873 -1.76372 4.17 -3.72 0.25 -0.287
C -1.04622 1.63162 0.40465 -1.52 0.63 -1.89 -1.519
C 0.44628 -0.65532 0.35112 0.16 1.70 1.32 1.204
C 1.25906 1.04018 -0.70952 0.41 1.18 -0.24 -0.909
C 0.22433 -0.59487 1.91487 1.12 2.91 -0.82 -1.376
C 0.20306 -2.01117 -0.20298 -1.52 -0.04 -1.18 -1.678
C -0.13464 0.68073 -0.35825 -0.70 -0.79 -0.78 0.837
C 1.80774 0.01440 -0.06126 -4.10 0.16 -0.72 -0.965
H -0.79232 -0.42497 2.27539 -0.03 0.06 -0.48 0.287
H -1.80208 0.96413 0.76463 -0.64 -0.09 0.96 0.477
H -0.22745 0.58649 -2.48065 -1.21 -0.73 0.45 0.409
H 0.64888 -1.27773 2.61200 0.54 -1.42 -0.30 0.382
H 0.85775 0.32235 2.11778 -1.14 -0.56 0.52 0.366
H -1.34450 -0.67763 -1.92133 1.18 1.96 0.47 0.360
H -0.79938 -2.44615 0.01360 0.69 0.31 0.53 0.387
H 1.60501 1.97792 -1.21669 -0.06 -1.12 0.56 0.481
H -1.65862 0.92350 -1.78823 -3.72 3.07 -0.44 0.291
H -1.69671 2.40135 -0.22989 1.90 -1.34 0.99 0.387
H 0.20715 -2.03408 -1.30710 0.80 -0.19 0.31 0.426
H -0.53150 2.15354 1.19878 0.01 0.00 0.11 0.353
H 2.73156 -0.32293 0.12731 3.45 -0.92 0.67 0.659
H 0.99162 -2.57008 0.25949 0.21 -1.06 -0.27 0.427
```
Positions in Å, forces in eV/Å.

For the energy above the lowest of the compared OMol25 structures with the same formula, charge and spin, the calculation gives 203.1 kJ/mol. Its SMILES is CC1(C)C=C[C@@]1(C)[NH3+]. For the gap between HOMO and LUMO, the calculation gives 0.4038 hartree. The highest occupied orbital energy is -14.395 eV. Its total energy is -329.5302 a.u. The net charge is +1.


Record 5
C7H14N2 | ωB97M-V/def2-TZVPD

```
23
Properties=species:S:1:pos:R:3:forces:R:3:mulliken_charge:R:1
N -0.15445 -0.07761 -1.70925 -0.57 0.74 -0.15 0.312
N 1.75978 0.48197 -0.73996 -0.14 -0.14 -0.29 -0.811
C -1.49547 -2.81592 1.69691 -0.19 0.36 0.08 -1.746
C -1.06980 -1.38611 2.02675 -0.09 -0.24 0.07 0.337
C 1.76059 2.96030 -1.17155 0.02 -0.10 -0.39 -1.267
C 0.02607 1.26754 -1.94056 0.07 -0.34 0.32 -1.959
C 0.89682 -0.48246 -0.99078 0.90 -0.63 0.62 -1.149
C -1.97587 -0.71576 3.06318 0.82 0.49 -0.58 -1.879
C 1.20864 1.58306 -1.34189 -0.17 0.63 -0.24 1.058
H -2.50979 -2.81703 1.28365 0.13 -0.04 -0.12 0.565
H 1.05727 -1.50612 -0.67184 -0.36 0.14 -0.10 0.843
H -2.03559 -1.34308 3.95128 -0.45 -0.03 0.02 0.369
H -1.09649 -0.48696 -1.73023 0.15 -0.46 -0.24 0.567
H 2.83033 3.02054 -1.35897 0.18 -0.17 0.20 0.310
H 1.54046 3.26624 -0.15330 0.17 0.36 0.14 0.337
H 1.30245 3.65432 -1.88223 -0.19 -0.06 0.20 0.290
H -2.92735 -0.43408 2.62007 -0.36 -0.34 0.24 0.596
H -1.53496 -3.41430 2.60812 0.13 -0.18 0.05 0.276
H -1.50904 0.22650 3.36828 -0.04 0.01 0.08 0.329
H -0.70963 1.87530 -2.43235 -0.03 0.02 -0.07 0.736
H -0.81536 -3.27550 0.97385 -0.11 -0.05 0.06 0.455
H -1.00883 -0.81476 1.09989 -0.22 0.22 0.04 0.058
H -0.06135 -1.37202 2.42605 0.36 -0.19 0.07 0.373
```
Positions in Å, forces in eV/Å.

For the energy above the lowest of the compared OMol25 structures with the same formula, charge and spin, the calculation gives 0.0 kJ/mol. For the gap between HOMO and LUMO (alpha / beta), the calculation gives 0.1034 / 0.3252 hartree. The highest occupied orbital energy (alpha / beta) is 1.071 / -5.060 eV. Its multiplicity is 2. Its total energy is -384.5861 a.u. The net charge is -1.


> Among the records above, which one has the lowest net charge?

C7H14N2


> net charge of number 1 (C7H14N)?

0